ORCA calculation (wB97M-V/def2-TZVPD) on a molecular structure, C34H45N7O5S2SeY.

```
95
Properties=species:S:1:pos:R:3:forces:R:3:lowdin_charge:R:1
Y 1.08681 -0.98661 -0.84558 0.04 -0.17 0.07 1.096
S -1.10579 -1.50961 0.88947 0.19 -0.15 -0.12 0.627
C -1.35206 0.28349 0.52739 0.08 0.12 -0.28 -0.746
N -2.74529 0.73213 0.65052 -0.24 -0.11 0.04 -0.114
C -2.99629 1.77019 1.60795 0.08 0.06 0.08 -0.144
C -2.38151 1.41492 2.94940 -0.11 0.01 -0.13 -0.102
N -0.94627 1.26669 2.76174 0.05 -0.16 -0.26 -0.100
C -0.14041 1.56561 3.94222 -0.04 0.13 -0.18 -0.134
C -0.06507 3.05679 4.18858 0.02 -0.09 0.03 -0.205
C -0.59849 3.62392 5.33971 0.03 -0.06 -0.03 -0.057
C -0.53940 4.99644 5.54532 -0.02 0.02 0.05 -0.099
C 0.05191 5.81253 4.59537 0.00 0.08 0.03 -0.106
C 0.58477 5.25391 3.44090 0.02 -0.02 -0.05 -0.080
C 0.52818 3.88531 3.23590 -0.03 -0.01 0.03 -0.025
C -0.43287 0.81241 1.60765 -0.02 0.19 0.49 -0.673
S 1.25025 0.82696 1.37749 0.18 -0.04 -0.16 0.696
C -3.84024 -0.19259 0.38617 0.07 0.12 -0.01 -0.172
C -4.66703 -0.61405 1.58600 -0.01 0.02 -0.03 -0.212
C -5.92429 -0.05311 1.79343 0.04 -0.07 -0.01 -0.062
C -6.69828 -0.41269 2.88870 -0.04 0.03 0.00 -0.101
C -6.22011 -1.34703 3.79327 -0.08 -0.01 0.08 -0.112
C -4.97098 -1.91934 3.59311 0.06 -0.03 -0.02 -0.089
C -4.19832 -1.55675 2.50006 -0.07 -0.01 0.03 -0.060
H -4.07094 1.91784 1.71519 0.00 0.03 0.01 0.118
H -2.55794 2.71894 1.26941 -0.03 0.01 0.04 0.126
H -2.81083 0.48094 3.32822 0.02 0.08 0.04 0.123
H -2.54420 2.21068 3.67972 0.02 0.01 0.02 0.123
H 0.85104 1.14802 3.77937 0.00 0.00 0.03 0.076
H -0.60171 1.06379 4.79640 -0.03 0.00 0.03 0.127
H -1.06642 2.98488 6.08110 0.00 0.00 -0.01 0.107
H -0.96061 5.42653 6.44602 0.00 0.00 -0.01 0.096
H 0.09837 6.88356 4.75167 0.00 -0.01 0.00 0.095
H 1.04997 5.88847 2.69661 0.00 -0.01 0.00 0.102
H 0.94435 3.44059 2.33972 0.01 -0.01 -0.02 0.082
H -3.40658 -1.07098 -0.08840 0.00 -0.02 -0.04 0.089
H -4.53113 0.27072 -0.33071 -0.01 -0.01 -0.02 0.108
H -6.30475 0.67157 1.08082 0.01 0.00 -0.01 0.107
H -7.67461 0.03556 3.03091 0.01 0.00 0.01 0.094
H -6.81936 -1.63132 4.65030 0.00 0.00 -0.01 0.092
H -4.59430 -2.65682 4.29215 -0.01 0.01 0.00 0.098
H -3.21682 -1.98601 2.34106 0.02 -0.02 0.00 0.044
C -2.60950 0.49196 -2.49677 -0.10 0.06 0.11 -0.139
O -1.51683 -0.14156 -1.87322 0.00 -0.23 -0.10 -0.271
C -0.73280 0.56446 -0.86559 -0.11 0.36 0.17 -0.562
C -0.65987 2.05269 -1.16830 -0.10 -0.12 0.06 -0.104
H -2.29068 1.15799 -3.30965 0.00 0.01 0.01 0.070
H -3.20561 1.08046 -1.79851 -0.01 0.00 0.00 0.068
H -3.23438 -0.29644 -2.92318 -0.02 0.02 -0.01 0.092
H -1.61843 2.57814 -1.02986 0.00 0.00 -0.04 0.068
H -0.32179 2.21744 -2.19318 0.01 0.05 -0.01 0.055
H 0.08025 2.51944 -0.51836 0.02 0.02 0.00 0.046
O 0.69538 -5.69928 -0.89076 0.01 0.02 -0.01 -0.012
C 0.78672 -4.49742 -0.94009 0.04 0.10 0.06 -0.544
N 0.92440 -3.32370 -0.94619 -0.06 -0.46 -0.14 0.013
Se 2.88547 0.91879 -2.12908 0.24 0.05 -0.09 0.578
C 4.17947 1.41381 -0.81875 -0.19 -0.04 -0.02 -0.691
C 4.13863 2.65334 -0.17971 0.03 -0.04 0.00 -0.146
C 5.11367 2.97075 0.75066 -0.04 0.03 0.01 -0.183
N 6.11230 2.15985 1.09484 0.10 0.03 0.10 0.024
C 6.13836 0.97163 0.49211 0.00 -0.04 -0.01 -0.179
C 5.21545 0.55435 -0.45105 0.01 0.06 0.01 -0.139
H 3.34656 3.35514 -0.40571 0.00 0.00 -0.01 0.088
H 5.09014 3.93346 1.25479 -0.01 -0.01 -0.02 0.092
H 6.95031 0.31060 0.78483 -0.02 0.00 -0.01 0.092
H 5.28485 -0.43170 -0.88889 0.00 0.02 -0.01 0.081
C 0.13179 0.60648 -4.57920 0.06 -0.13 0.01 -0.050
N 0.84180 -0.50233 -5.20004 0.01 0.03 0.03 -0.121
C 1.46846 -0.20596 -6.47421 0.01 0.00 0.05 -0.058
C 1.25278 -1.53113 -4.41056 0.14 0.02 -0.31 -0.482
O 1.19411 -1.48961 -3.18466 -0.28 0.12 0.29 -0.111
N 1.77385 -2.63942 -5.05709 -0.04 0.04 0.19 -0.143
C 1.03270 -3.22305 -6.16257 0.02 -0.04 -0.01 -0.061
C 2.38320 -3.63218 -4.18045 -0.01 0.07 0.02 -0.044
H -0.60456 0.99107 -5.28790 0.00 0.00 0.00 0.094
H 0.81797 1.40941 -4.29771 0.05 0.01 0.01 0.065
H -0.37243 0.24612 -3.68626 0.01 0.05 0.00 0.058
H 1.93070 0.78347 -6.42207 -0.01 -0.01 0.00 0.093
H 0.73779 -0.20316 -7.28858 0.00 0.00 -0.01 0.085
H 2.24539 -0.93373 -6.68905 0.01 0.01 -0.02 0.086
H 0.48992 -2.46390 -6.71775 0.01 -0.03 0.01 0.071
H 0.31039 -3.96222 -5.79503 0.01 0.01 -0.01 0.096
H 1.72493 -3.72872 -6.83904 -0.03 0.01 -0.03 0.088
H 2.97435 -3.12721 -3.42058 0.02 -0.04 -0.02 0.092
H 3.02704 -4.27218 -4.78473 0.01 0.00 0.00 0.086
H 1.63378 -4.24489 -3.67109 -0.01 0.00 -0.01 0.085
N 2.44726 -5.02709 1.64900 0.03 0.06 -0.08 0.025
C 3.43729 -4.26882 0.88974 -0.08 0.09 0.03 -0.156
C 2.99782 -2.81877 0.74425 0.09 -0.28 0.11 -0.574
O 2.08356 -2.41370 1.60515 -0.01 0.13 0.06 0.044
O 3.44156 -2.05177 -0.08292 -0.07 0.09 -0.02 0.006
H 2.88026 -5.78203 2.15973 -0.01 0.00 0.04 0.077
H 1.75208 -5.43066 1.02622 0.01 -0.04 -0.02 0.054
H 1.72958 -3.20152 2.06785 0.04 -0.06 -0.04 0.110
H 3.64091 -4.64535 -0.11421 -0.05 -0.01 -0.01 0.125
H 4.38093 -4.25785 1.43905 0.04 0.06 -0.02 0.129
```
Positions in Å, forces in eV/Å.

Values from the calculation:
Electronic energy   -144722.659 eV
Lowest unoccupied orbital energy   2.474 eV
Energy above the lowest of the compared OMol25 structures with the same formula, charge and spin   0.1924 eV
Net charge   -1
2S+1   1
HOMO-LUMO gap   0.2387 Ha

=====

ORCA calculation (wB97M-V/def2-TZVPD) on a molecular structure, C34H46BN3O4W in a non-equilibrium geometry.

```
89
Properties=species:S:1:pos:R:3:forces:R:3:lowdin_charge:R:1
W 0.94510 -0.46960 0.15320 -1.46 -1.08 -0.57 1.455
C -3.72320 -1.89810 1.71610 0.19 -0.06 0.14 -0.052
C -2.78430 -3.08560 1.92390 -0.13 0.01 -0.11 -0.374
C -3.48410 -4.41410 1.61570 0.12 0.12 0.23 -0.057
C -1.54670 -3.00780 1.06340 0.32 -0.21 0.42 -0.213
C -0.30490 -3.30940 1.61550 -0.43 -0.11 -0.15 -0.033
C 0.84800 -3.29570 0.84480 0.17 0.05 -0.13 -0.077
C 0.77350 -3.07250 -0.54080 0.16 -0.10 0.25 -0.365
C 1.96290 -3.40850 -1.39780 -0.03 0.00 0.10 -0.048
C -0.47820 -2.77920 -1.09500 -0.31 0.00 0.07 -0.067
C -1.61000 -2.71250 -0.29530 0.12 -0.12 -0.15 -0.014
H -4.46450 -1.86800 2.51050 -0.13 -0.01 0.06 0.084
H -4.24970 -1.97020 0.76790 -0.06 0.03 -0.17 0.076
H -3.16610 -0.96420 1.74420 -0.03 0.12 -0.05 0.061
H -2.46810 -3.08600 2.97470 0.03 -0.01 -0.15 0.138
H -3.73540 -4.46740 0.55740 -0.08 -0.02 -0.08 0.080
H -4.39290 -4.53030 2.20220 -0.11 0.00 0.04 0.079
H -2.81350 -5.23840 1.84720 -0.01 -0.18 -0.02 0.080
H -0.24520 -3.57330 2.66230 0.04 0.14 0.10 0.129
H 1.80200 -3.55280 1.29620 -0.06 -0.02 -0.07 0.126
H 2.83660 -2.81780 -1.11290 0.02 -0.06 -0.16 0.072
H 1.73490 -3.25540 -2.44920 0.06 0.10 0.01 0.069
H 2.21580 -4.46180 -1.26120 0.03 0.00 0.01 0.093
H -0.58250 -2.66640 -2.16730 0.09 0.13 -0.01 0.111
H -2.56170 -2.48640 -0.75420 -0.09 0.07 -0.04 0.121
O 0.49340 -0.87670 4.77800 0.24 -0.14 -0.07 0.062
C -0.71210 -0.27760 4.83400 -0.38 0.12 -0.12 -0.258
C -1.33810 -0.17070 6.07590 0.11 -0.08 -0.06 -0.016
C -2.56420 0.45360 6.19000 0.06 -0.01 -0.01 -0.090
C -3.18120 1.00320 5.07360 -0.19 0.10 -0.03 -0.096
C -2.57230 0.90090 3.84070 0.06 -0.09 0.16 -0.042
C -1.34940 0.24550 3.69960 0.14 -0.17 0.24 -0.083
C -0.73550 0.14940 2.36910 -1.02 1.18 -0.62 -0.438
O 0.10150 -0.77800 2.06890 0.46 -0.01 -0.21 -0.205
N -1.11310 1.04800 1.48550 -0.90 0.32 1.97 0.081
N -0.51350 0.87250 0.32160 2.43 -2.56 -0.56 -0.216
C -1.00280 1.55420 -0.72340 -0.49 0.57 -1.96 -0.082
C -0.77840 1.28910 -2.06780 -0.10 -0.21 1.64 -0.188
C -1.62230 1.95220 -2.99980 -0.37 0.21 -1.21 -0.039
C -1.76360 1.54340 -4.29010 -0.12 0.53 0.95 -0.081
C -1.08270 0.36630 -4.67650 0.72 -0.60 0.17 -0.078
C -0.17820 -0.17650 -3.82470 -0.30 -0.19 -0.93 -0.099
N 0.12610 0.34040 -2.59050 -0.92 0.50 -0.32 -0.045
H 0.82090 -0.83330 3.85800 -0.03 0.02 0.13 0.084
H -0.83730 -0.58630 6.93700 0.05 -0.04 0.09 0.113
H -3.04340 0.51670 7.15590 -0.01 0.01 0.10 0.100
H -4.13400 1.50830 5.16330 0.00 -0.02 0.03 0.097
H -3.02540 1.32330 2.95670 -0.03 0.01 -0.03 0.107
H -1.77570 2.27740 -0.48920 0.19 0.13 0.02 0.118
H -2.20820 2.76920 -2.60940 -0.02 0.15 -0.02 0.112
H -2.41760 2.05190 -4.97980 -0.12 0.08 0.02 0.101
H -1.27310 -0.10820 -5.62490 0.04 -0.10 -0.06 0.101
H 0.34440 -1.08360 -4.07930 0.04 0.01 0.00 0.105
C 4.18980 3.06920 1.84720 -0.10 -0.43 0.01 -0.007
C 4.23130 1.57420 2.19710 0.21 0.43 0.27 -0.467
C 5.68990 1.14530 2.33200 -0.43 0.01 -0.13 -0.009
O 3.61950 0.88280 1.10460 0.76 0.03 -0.17 0.039
B 2.35590 0.47620 1.45810 0.21 -0.16 -0.42 -0.662
O 2.12910 0.71170 2.78740 -0.32 0.30 0.78 0.060
C 3.32430 1.17860 3.41600 0.47 0.07 0.37 -0.458
C 2.99500 2.32400 4.36950 -0.06 -0.25 -0.29 0.001
C 3.89450 0.01670 4.24080 -0.23 0.20 -0.27 -0.006
H 4.69690 3.19710 0.89220 0.04 0.07 -0.04 0.090
H 4.69440 3.67060 2.59860 0.02 0.09 0.08 0.087
H 3.16340 3.41030 1.73400 -0.08 0.06 0.02 0.095
H 6.23650 1.45290 1.44340 0.08 0.05 -0.05 0.089
H 5.77000 0.06770 2.42770 0.07 -0.11 0.04 0.083
H 6.13120 1.62120 3.20470 0.14 0.02 0.07 0.092
H 2.40220 3.09020 3.87770 0.01 0.09 -0.04 0.089
H 3.91580 2.76090 4.75200 0.04 0.09 0.09 0.092
H 2.41680 1.93210 5.20470 -0.03 0.02 0.05 0.090
H 4.06360 -0.85260 3.60950 0.09 -0.11 -0.05 0.096
H 3.17120 -0.25410 5.00710 -0.05 -0.03 0.04 0.083
H 4.82640 0.30550 4.71970 0.09 -0.04 0.08 0.087
C 3.77630 0.09620 -1.82100 -0.23 0.07 -0.06 -0.060
C 2.59290 0.02160 -2.80050 0.44 0.37 -0.09 -0.548
C 2.53340 1.34380 -3.58840 0.05 -0.19 0.09 -0.037
C 2.94660 -1.09800 -3.79620 -0.30 -0.05 0.15 -0.052
C 1.30340 -0.09840 -1.94620 0.15 -0.79 1.70 -0.237
H 4.71790 -0.00600 -2.35780 0.06 -0.05 -0.07 0.091
H 3.72240 -0.69320 -1.06590 0.06 0.00 -0.01 0.071
H 3.79310 1.04630 -1.29560 -0.04 0.02 0.14 0.081
H 3.52470 1.58970 -3.96360 0.11 0.05 -0.05 0.088
H 2.19450 2.15610 -2.94690 -0.01 0.12 0.01 0.094
H 1.86160 1.26220 -4.44020 -0.08 0.10 -0.07 0.079
H 3.83430 -0.78770 -4.34700 0.04 0.05 0.01 0.088
H 2.17360 -1.29000 -4.53370 -0.04 -0.04 -0.10 0.065
H 3.18830 -2.02780 -3.29030 0.02 -0.05 0.01 0.059
H 1.51650 0.64570 -1.05080 0.87 1.48 -0.98 0.052
```
Positions in Å, forces in eV/Å.

Values from the calculation:
Electronic energy   -51165.824 eV
Lowest unoccupied orbital energy (spin up / spin down)   0.134 / -0.232 eV
Energy above the lowest of the compared OMol25 structures with the same formula, charge and spin   3.9907 eV
2S+1   1
HOMO-LUMO gap (spin up / spin down)   0.2308 / 0.2255 Ha